Computed, not measured: an isolated molecule of Cl2H4Si3 in a non-equilibrium geometry, with wB97M-V/def2-TZVPD.

Values from the calculation:
- HOMO: -0.3131 Ha
- Total charge: 0
- Frontier orbital gap: 0.2630 Ha

CARTESIAN COORDINATES (ANGSTROEM)
Cl: 0.98193 -1.53818 -3.03928
Cl: -1.80767 -1.72499 0.88664
Si: -0.38904 -0.36302 1.44323
Si: 0.49214 0.49052 -2.73027
Si: 0.20554 0.92497 -0.37129
H: 1.70380 1.32178 -0.27424
H: 0.62021 -1.35925 1.55250
H: -0.87710 1.99755 -0.24720
H: -0.92982 0.25060 2.77991

Atom charges from the Löwdin analysis, given in e for atoms 1 to 8: 0.00, 0.14, -0.04, 0.17, 0.13, -0.10, -0.13, -0.11